(1)
{"formula": "H12O6", "method": "ωB97M-V/def2-TZVPD", "smiles": "O.O.O.O.O.O", "e_homo_ev": -10.76, "gap_ev": 10.89, "charge": 0, "fmax_ev_per_a": 2.02, "e_tot_ha": -458.61313, "elements": ["H", "H", "O", "O", "O", "H", "H", "H", "H", "H", "H", "H", "O", "O", "H", "O", "H", "H"], "xyz": [[-1.21039, -0.17739, 0.67511], [2.66561, -1.23139, 0.58511], [2.17461, -0.82639, -0.11789], [-1.24139, 1.23361, 1.69111], [-2.49339, -2.92439, -0.49689], [-1.16839, 1.48961, -1.53589], [3.44861, 1.83561, 0.01411], [-0.61039, 1.93161, 1.76211], [0.06661, -0.89639, 0.32011], [2.19561, 0.85961, -0.03989], [-0.07739, 0.66361, -1.11589], [-3.30939, -2.44139, -0.18489], [-0.23339, 1.46361, -1.59189], [-0.82139, -0.72139, 0.00311], [-1.93339, 1.62961, 1.20111], [2.48961, 1.79061, -0.07089], [-1.82239, -2.28339, -0.24889], [1.88061, -1.39539, -0.84889]], "lowdin_charge": [0.00, 0.07, -0.03, 0.00, -0.10, 0.01, 0.03, 0.06, 0.04, -0.03, -0.03, 0.06, -0.03, -0.05, 0.04, -0.09, -0.04, 0.10]}

(2)
{"formula": "C33H33FeN7O4S3Se2", "method": "ωB97M-V/def2-TZVPD", "e_homo_ev": [-2.05, -2.05], "multiplicity": 5, "gap_ev": [5.41, 5.21], "charge": -2, "fmax_ev_per_a": 3.95, "s_squared": 6.019, "e_tot_ha": -9222.66192, "elements": ["H", "C", "N", "H", "H", "H", "C", "H", "Se", "C", "H", "C", "H", "H", "H", "C", "C", "H", "C", "N", "C", "C", "C", "C", "H", "H", "H", "C", "C", "H", "C", "N", "C", "C", "C", "C", "H", "C", "C", "N", "H", "O", "H", "N", "O", "N", "S", "C", "C", "H", "C", "H", "S", "C", "C", "H", "C", "H", "C", "H", "H", "H", "H", "O", "C", "O", "C", "N", "C", "H", "H", "Fe", "H", "C", "H", "H", "H", "Se", "C", "S", "H", "H", "C"], "xyz": [[-3.07725, -2.65864, 0.24234], [4.53879, 3.69638, 0.27265], [-0.75400, -5.53317, -0.04920], [-4.15527, 1.76378, 0.52165], [-5.44557, -5.22028, -3.28317], [-4.29942, 2.38406, -1.23179], [0.36485, -3.92901, 4.95784], [-2.81080, 1.77989, 4.30355], [-1.93815, 2.44521, -0.44823], [0.09546, 4.73658, -1.59630], [6.04301, 1.80773, 1.70553], [0.83594, 5.40106, -3.87553], [-1.87564, 0.37011, 4.57970], [-2.19768, -8.87839, -2.48694], [7.48801, 2.10746, 0.75442], [-2.86387, -4.03305, -1.34885], [1.80910, 5.84291, -4.81501], [4.46309, 7.06616, -0.32179], [-1.65639, -8.54768, -1.59595], [1.58135, -4.50884, 7.21239], [-3.75192, 1.73853, -0.47081], [-3.59250, -3.24785, -0.47641], [-0.97261, -8.91763, 0.66376], [5.87679, 3.46110, 0.25110], [-3.16402, 0.34335, 3.38102], [-2.83706, -5.40810, -2.99320], [6.03077, 1.31223, -0.01394], [3.49224, 2.84391, 1.01195], [4.04668, 4.98122, -0.20967], [7.79637, 4.08972, -0.49618], [-5.60953, -3.64711, -1.85535], [2.82961, 5.03554, -0.79134], [-0.32664, -2.67541, 4.96295], [-1.46645, 3.42480, 2.44699], [3.44046, 5.89232, -3.01142], [6.30334, 5.79659, -0.32004], [2.63380, 3.49611, 1.06351], [3.07835, 6.10032, -4.34559], [-1.03773, -6.82600, -0.34517], [-0.79349, -7.58486, 0.73705], [1.49868, 6.08496, -5.86833], [0.45916, 4.24358, -0.39684], [-0.21215, 5.10918, -4.19005], [-1.36946, -7.25945, -1.56854], [-1.12326, 4.90696, -1.93093], [-0.83774, -1.63316, 5.14523], [-1.53383, -5.15013, 3.41596], [2.52619, 5.32367, -2.10349], [-2.12539, 3.67223, 1.15245], [-7.21951, -3.78016, -3.08713], [-1.40077, -9.46584, -0.52519], [-5.64893, -2.54584, 0.00510], [1.40993, -5.63960, 3.14630], [-4.83683, -4.65817, -2.57784], [-2.38372, 0.95608, 3.83878], [4.46088, 6.03241, -2.71694], [6.74259, 4.45569, -0.20661], [3.83627, 2.57643, 2.01567], [4.94975, 6.08207, -0.26704], [-0.76481, -9.50206, 1.58732], [-2.16972, 3.59472, 3.32023], [-7.41788, -2.63831, -1.78370], [6.98719, 6.58714, -0.54369], [-0.61146, -4.46137, -2.37659], [6.40342, 2.06164, 0.64850], [-0.55850, -3.07964, -0.33475], [1.18518, 5.20627, -2.55839], [-6.83548, -3.32743, -2.26457], [1.06465, -4.29558, 6.16448], [-3.62547, 0.75172, -0.91835], [-1.82103, 4.66492, 0.73075], [-0.41926, -5.96675, 1.76014], [3.19546, 2.00094, 0.36119], [-3.46627, -4.82492, -2.34505], [3.82240, 6.45264, -5.06165], [-3.21034, 3.68321, 1.40071], [-0.50404, 3.96375, 2.61227], [-0.96597, 1.51655, 2.59262], [-4.97000, -3.03055, -0.76498], [-1.11296, -4.22549, -1.06764], [-1.54902, -10.48683, -0.66166], [1.93453, 4.53828, -0.41973], [0.09550, -4.79481, 3.95543]], "lowdin_spin": [0.00, 0.00, 0.06, 0.00, 0.00, 0.00, 0.02, 0.00, 0.00, 0.00, 0.00, 0.00, 0.00, 0.00, 0.00, 0.00, 0.00, 0.00, 0.02, 0.01, 0.00, 0.00, 0.02, 0.00, 0.00, 0.00, 0.00, 0.00, 0.00, 0.00, 0.00, 0.00, 0.00, 0.00, 0.00, 0.00, 0.00, 0.00, 0.03, 0.05, 0.00, 0.00, 0.00, 0.00, 0.00, 0.01, 0.10, 0.00, 0.00, 0.00, 0.01, 0.00, 0.09, 0.00, 0.00, 0.00, 0.00, 0.00, 0.00, 0.00, 0.00, 0.00, 0.00, 0.01, 0.00, 0.00, 0.00, 0.00, 0.00, 0.00, 0.00, 3.53, 0.00, 0.00, 0.00, 0.00, 0.00, 0.00, 0.00, 0.01, 0.00, 0.00, 0.03]}

(3)
{"formula": "C5H8N2O3S", "method": "ωB97M-V/def2-TZVPD", "smiles": "CC(C#N)=[S@](C)(=O)O.N=C=O", "e_homo_ev": -8.58, "gap_ev": 8.86, "charge": 0, "fmax_ev_per_a": 3.53, "e_tot_ha": -928.62678, "elements": ["H", "N", "C", "H", "S", "N", "H", "C", "C", "O", "O", "H", "H", "H", "H", "C", "O", "H", "C"], "xyz": [[-1.27130, 0.63399, -1.40328], [-0.35165, -2.97603, -1.01352], [-1.65330, -0.43770, 1.95345], [3.06134, -0.46357, -2.69025], [-0.05575, -0.12327, 1.07636], [3.56411, -0.53912, -1.84554], [1.62293, -0.96111, 2.17226], [3.31585, -0.80463, -0.73147], [-0.17145, 0.54548, -1.47577], [0.72428, -1.26718, 1.89370], [3.35163, -0.99845, 0.38998], [-1.80257, -1.52927, 2.08086], [0.47827, 1.47864, -1.16069], [-1.43846, 0.03035, 2.90562], [0.16854, 0.49598, -2.51891], [-0.18967, -1.86316, -0.77916], [0.43461, 1.17152, 1.44524], [-2.59132, -0.01299, 1.49037], [0.24730, -0.52915, -0.55280]], "lowdin_charge": [0.08, 0.14, -0.11, 0.08, 0.80, 0.23, 0.11, -0.46, -0.14, -0.20, 0.17, 0.08, 0.12, 0.05, 0.08, -0.32, -0.30, 0.09, -0.49]}

(4)
{"formula": "C4H8ClN", "method": "ωB97M-V/def2-TZVPD", "smiles": "C[C@H]1NC[C@H]1Cl", "e_homo_ev": -9.41, "gap_ev": 10.46, "charge": 0, "fmax_ev_per_a": 2.48, "e_tot_ha": -672.11744, "elements": ["C", "Cl", "C", "H", "H", "H", "H", "H", "H", "C", "N", "H", "C", "H"], "xyz": [[-0.27838, -0.15434, 0.76298], [-0.18736, -1.98022, -1.45941], [-0.89393, -0.58370, -0.58760], [1.54868, 0.09847, 1.85988], [-1.08845, 1.35387, -1.87411], [1.72900, -0.23718, 0.02502], [0.11515, 1.95430, 0.53639], [-0.87077, -0.41630, 1.64374], [1.23605, -1.48860, 1.17165], [1.16758, -0.43149, 0.95884], [-0.56649, 1.22776, 0.24996], [0.51891, 0.63456, -1.56066], [-0.45263, 0.82851, -1.12843], [-1.97736, -0.80564, -0.59825]], "lowdin_charge": [-0.39, 0.57, -0.62, 0.09, 0.12, 0.08, 0.12, 0.13, 0.07, -0.09, -0.04, 0.08, -0.23, 0.10]}

(5)
{"formula": "C3H3NO3", "method": "ωB97M-V/def2-TZVPD", "e_homo_ev": -10.39, "gap_ev": 9.69, "charge": 0, "fmax_ev_per_a": 0.79, "e_tot_ha": -396.52229, "elements": ["C", "O", "O", "C", "H", "O", "H", "C", "H", "N"], "xyz": [[-1.97245, -0.65062, 0.04903], [0.39068, -1.05463, 0.44991], [2.29517, 0.54913, 0.80668], [1.60115, 0.11342, -0.04145], [-0.55062, 1.60576, -0.81353], [-2.31827, -1.73351, 0.43797], [-2.68624, 0.12089, -0.30107], [-0.51275, -0.26014, 0.02936], [1.83884, -0.26365, -1.03856], [-0.01316, 0.85525, -0.39553]], "lowdin_charge": [-0.15, 0.07, 0.10, -0.26, 0.12, 0.12, 0.13, -0.45, 0.14, 0.17]}

(6)
{"formula": "C13H17NO2", "method": "ωB97M-V/def2-TZVPD", "smiles": "CCC/C1=N/C[C@H](O)COc2ccccc21", "e_homo_ev": -8.99, "gap_ev": 9.43, "charge": 0, "fmax_ev_per_a": 5.24, "e_tot_ha": -710.67665, "elements": ["C", "H", "H", "H", "H", "C", "H", "H", "H", "C", "H", "C", "C", "H", "N", "C", "H", "H", "C", "C", "C", "C", "H", "C", "O", "C", "C", "H", "H", "H", "H", "H", "O"], "xyz": [[0.33197, -2.42116, -0.91242], [1.98813, 1.45349, 0.24567], [2.10380, -0.76627, 0.51099], [-0.45175, -2.67965, 2.12822], [1.93770, -3.22213, 0.36231], [2.14859, 2.28287, -0.45725], [0.80980, 3.22228, -1.97907], [2.23683, -1.50725, 2.00505], [0.66565, -3.34984, -1.40163], [1.57316, -1.29905, 1.23232], [-0.07373, 1.21904, -2.82657], [0.22956, 0.01734, -1.16494], [0.63789, 1.18428, -1.97920], [-1.45085, -0.10243, 3.18680], [0.80073, -1.14002, -1.55689], [-0.67212, -0.19224, 1.15869], [-3.74017, 0.89649, 2.40973], [-2.53058, 0.64665, -1.73047], [-1.65685, 0.09185, 2.10150], [0.86413, 2.38097, -1.22576], [-2.91076, 0.71616, 1.69047], [-3.19292, 0.89164, 0.27475], [2.43753, 3.24953, 0.02232], [1.04379, -2.61479, 0.54483], [-0.00900, -3.24565, 1.41623], [-2.19811, 0.63418, -0.65175], [-0.91621, 0.13621, -0.17375], [-0.77246, -2.52929, -0.98170], [2.88287, 1.95464, -1.08902], [0.06718, 2.54175, -0.48483], [1.54299, 1.03748, -2.46125], [-4.21767, 1.08154, -0.11664], [0.49087, -0.56860, 1.90327]], "lowdin_charge": [-0.13, 0.07, 0.08, 0.11, 0.13, -0.07, 0.14, 0.11, 0.10, -0.10, 0.14, -0.23, -0.22, 0.13, 0.09, -0.21, 0.10, 0.13, 0.00, -0.30, -0.03, -0.10, 0.10, -0.22, -0.09, -0.03, -0.10, 0.12, 0.04, 0.11, 0.10, 0.11, -0.07]}

So what do the calculations give for ΔE to the lowest compared entry with this formula, charge and spin? Going down the list: 1.615, 1.034, 3.450, 0.525, 2.779, 3.942 eV.